The following is a quantum chemistry calculation of a cluster of 2 separate species, C3H5F2N in total, from the OMol25 dataset.

Structure (XYZ):
```
11
Properties=species:S:1:pos:R:3:forces:R:3
C -0.546386 0.449984 1.001833 -0.71 -0.40 -1.91
C 0.862605 0.956655 1.075166 -1.32 1.04 -0.33
C 0.159671 -1.359978 -1.322504 -2.79 1.32 -1.96
N -1.732535 0.788866 0.997637 2.20 1.05 1.13
F -1.055629 -2.013351 -1.437932 1.69 0.36 0.65
F 0.262085 -0.658925 -2.529631 0.44 -0.73 1.79
H 0.805373 1.605888 0.123559 0.76 -1.24 1.14
H 1.514382 0.068981 1.018959 0.08 0.99 0.00
H 1.075669 1.690235 1.890871 -0.03 -0.78 -0.24
H 1.013937 -1.970831 -1.126580 0.40 -0.62 0.03
H -2.359174 0.442477 0.308624 -0.72 -0.99 -0.29
```
Positions in Å, forces in eV/Å.

Computed properties:
- gap between HOMO and LUMO (alpha / beta) (eV) = 9.6 / 7.0
- E_LUMO (alpha / beta) (eV) = 0.51 / -0.02
- spin multiplicity = 1

***

The following is a quantum chemistry calculation of a cluster of 2 separate species, C3H5F2NO in total, from the OMol25 dataset.

Structure (XYZ):
```
12
Properties=species:S:1:pos:R:3:forces:R:3
C 1.760510 0.878648 -0.082722 0.10 1.80 0.73
C -0.815376 -1.473298 -0.239635 -1.02 1.43 1.25
C -1.075686 -0.044072 0.000943 0.56 5.74 0.71
N 0.563149 1.296992 0.287139 -3.15 -4.03 -2.29
O 2.048796 -0.009227 -0.824771 0.44 -1.64 -1.05
F -1.600807 0.753601 -0.967643 0.33 -1.91 0.97
F -1.701297 0.280806 1.159785 0.52 -0.90 -1.19
H 2.464600 1.614988 0.346407 0.91 -0.21 -0.07
H -1.674817 -2.000463 0.235714 0.77 0.00 -0.62
H 0.100614 -1.570753 0.280001 1.00 -1.01 0.61
H -0.643263 -1.576121 -1.271526 0.00 -0.61 -1.25
H 0.573579 1.848894 1.076306 -0.47 1.35 2.19
```
Positions in Å, forces in eV/Å.

Computed properties:
- gap between HOMO and LUMO (eV) = 9.4
- E_LUMO (eV) = -0.10
- spin multiplicity = 1

***

The following is a quantum chemistry calculation of an isolated molecule of C3H5F2NOS, from the OMol25 dataset.

Structure (XYZ):
```
13
Properties=species:S:1:pos:R:3:forces:R:3
C -1.585266 -0.197474 0.264238 -0.34 -1.87 -0.65
C -0.590540 0.764704 0.842905 2.11 -0.15 -2.05
C 1.882882 -0.551242 -0.334135 0.43 -0.37 2.09
H -2.096842 -0.907353 0.948439 0.53 0.66 -0.04
H -1.072920 1.524171 1.367794 -0.61 1.25 1.19
H 0.354426 0.341598 1.316101 -1.96 -0.01 0.14
H 0.769751 -0.332201 -1.894067 -1.60 -0.62 -2.26
H 2.201373 -1.761621 -0.498539 -0.95 3.41 -0.35
N 1.107864 0.193654 -1.167019 2.17 0.65 0.75
O 2.124144 -0.001905 0.734078 1.29 -1.68 0.14
F -0.801760 -1.063816 -0.575402 -2.41 0.48 0.67
F -2.666214 0.360885 -0.455896 2.12 -0.42 0.61
S 0.373106 1.630600 -0.548493 -0.78 -1.32 -0.24
```
Positions in Å, forces in eV/Å.

Computed properties:
- gap between HOMO and LUMO (eV) = 10.2
- SMILES = O=CNSCC(F)F
- E_LUMO (eV) = 0.79
- spin multiplicity = 1

***

The following is a quantum chemistry calculation of a cluster of 2 separate species, C3H5F3OSi in total, from the OMol25 dataset.

Structure (XYZ):
```
13
Properties=species:S:1:pos:R:3:forces:R:3
C 3.558745 -0.394880 -0.232707 0.38 0.39 1.36
C -3.550785 0.324799 0.104820 -1.45 -1.23 1.25
C 2.033174 -0.119097 -0.086556 -0.03 0.48 -0.64
O 4.277224 -0.366668 0.740244 -0.87 0.04 -1.54
F 1.383121 -0.707916 -1.128626 0.36 0.15 0.60
F 1.626214 1.165434 -0.048292 0.78 -0.32 -0.33
F 1.684720 -0.657519 1.049728 -0.86 -0.74 0.83
Si -1.799011 -0.466813 -0.045670 -0.24 1.21 -0.10
H -4.021211 -0.326591 0.919446 0.61 0.11 -0.76
H -3.781676 1.286144 0.584014 0.54 0.25 -0.83
H -4.287682 0.091215 -0.714487 0.89 0.41 0.44
H -0.969009 0.880088 0.093882 -0.51 -0.77 0.02
H 3.846172 -0.708196 -1.235794 0.38 0.01 -0.30
```
Positions in Å, forces in eV/Å.

Computed properties:
- gap between HOMO and LUMO (eV) = 7.9
- E_LUMO (eV) = -0.59
- spin multiplicity = 1

***

The following is a quantum chemistry calculation of a cluster of 2 separate species, C3H5F3S in total, from the OMol25 dataset.

Structure (XYZ):
```
12
Properties=species:S:1:pos:R:3:forces:R:3
C -1.176590 0.740011 -0.516475 -0.08 0.02 -0.23
C 1.180208 0.248068 0.315876 -0.85 -0.14 0.07
C -0.092705 -0.238297 -0.312051 1.02 0.67 0.54
F 2.173364 -0.668128 0.249127 0.31 -0.44 0.15
F 1.633559 1.338867 -0.355848 0.14 0.61 -0.18
F -1.031179 -0.809798 2.199158 0.01 -0.14 -0.14
S -0.276630 -1.831415 -0.830497 -0.33 -0.86 -0.09
H -1.160874 1.486838 0.274178 -0.10 0.10 0.08
H -1.049723 1.259238 -1.470451 -0.10 0.12 -0.02
H -2.141925 0.240274 -0.524453 -0.18 0.08 0.03
H 1.040543 0.530390 1.371236 0.13 0.03 -0.20
H 0.901955 -2.296051 -0.399804 0.03 -0.03 -0.01
```
Positions in Å, forces in eV/Å.

Computed properties:
- ⟨S²⟩ = 2.008
- gap between HOMO and LUMO (alpha / beta) (eV) = 8.1 / 6.5
- E_LUMO (alpha / beta) (eV) = 0.74 / -4.29
- spin multiplicity = 3

***

The following is a quantum chemistry calculation of a structure of composition C3H5FI2O, from the OMol25 dataset.

Structure (XYZ):
```
12
Properties=species:S:1:pos:R:3:forces:R:3
C 0.349379 1.260141 -0.284274 2.33 -1.47 2.48
C 0.525939 -0.195461 -0.339548 -1.17 -2.56 1.54
C -0.590153 -0.734764 0.950427 1.81 -0.47 -1.78
O 0.144221 -0.752431 -1.565965 0.01 1.26 -0.17
F -1.365509 0.219086 1.494889 0.16 0.49 -0.04
I -1.823194 -2.138194 0.023897 -1.00 -0.84 0.02
I 0.587989 -1.650031 2.492597 0.00 0.18 0.15
H -0.549907 1.500652 -0.675194 -3.12 1.08 -0.77
H 1.093953 1.750210 -0.769031 2.22 1.45 -1.94
H 0.523265 1.518901 0.744581 -0.62 0.63 0.54
H 1.488221 -0.715667 -0.046070 -0.99 1.15 -0.26
H -0.384204 -0.062443 -2.026309 0.37 -0.89 0.23
```
Positions in Å, forces in eV/Å.

Computed properties:
- gap between HOMO and LUMO (eV) = 9.3
- E_LUMO (eV) = 0.12
- spin multiplicity = 1

***

The following is a quantum chemistry calculation of an isolated molecule of C3H5FN2S, from the OMol25 dataset.

Structure (XYZ):
```
12
Properties=species:S:1:pos:R:3:forces:R:3
C 0.088461 1.206295 -0.406852 1.70 -2.13 -0.62
C -0.443252 -1.082842 -0.424245 3.25 0.28 0.71
C -1.658732 -0.941662 0.033402 -0.88 -0.05 0.48
H 2.192136 -0.387882 1.615341 -0.06 -0.38 -1.17
H -0.832098 1.187518 -1.078464 1.30 0.05 1.15
H 1.561948 2.101187 0.558451 -2.33 -0.02 -1.30
H -0.047964 -1.886696 -0.973372 -0.69 -1.74 -0.34
H -2.336754 -1.798587 0.009603 -0.32 0.85 -0.14
N 0.671275 -0.189281 -0.246230 -2.59 2.41 -0.65
N 0.619777 2.241664 0.011984 2.09 1.04 1.31
F -2.070606 0.205069 0.666493 0.09 -1.29 -0.20
S 2.255805 -0.654781 0.233886 -1.56 0.98 0.76
```
Positions in Å, forces in eV/Å.

Computed properties:
- gap between HOMO and LUMO (eV) = 9.6
- SMILES = [H]/N=C\N(S)/C=C\F
- E_LUMO (eV) = 0.54
- spin multiplicity = 1

***

The following is a quantum chemistry calculation of an isolated molecule of C3H5FN4O2, from the OMol25 dataset.

Structure (XYZ):
```
15
Properties=species:S:1:pos:R:3:forces:R:3
C 1.356397 1.682378 0.725801 -1.58 -2.61 -0.19
C -0.240547 -0.625575 1.464545 1.60 2.64 -0.16
C -0.696625 -0.834261 -0.839618 1.64 0.74 -0.63
N 0.768932 0.848403 -0.159966 0.65 1.47 0.77
N 1.403633 1.569911 2.024600 -0.66 -2.93 -0.49
N -0.005275 -0.180582 0.277386 -0.20 -1.52 0.13
N 2.008154 2.613049 2.614701 -2.26 2.33 -2.13
O 1.856035 3.673081 1.998706 1.17 0.99 0.81
O 2.427431 2.479103 3.700895 1.54 -0.32 2.35
F -0.978165 -1.673686 1.647647 -0.40 -0.38 0.06
H 1.788095 2.511007 0.289352 1.05 1.44 -1.20
H 0.178861 0.048419 2.219916 -0.26 -1.00 0.81
H -0.341834 -0.245383 -1.690992 -0.48 -0.32 0.02
H -0.399403 -1.867455 -0.966111 -0.22 -0.18 0.23
H -1.704136 -0.653804 -0.606838 -1.60 -0.35 -0.38
```
Positions in Å, forces in eV/Å.

Computed properties:
- gap between HOMO and LUMO (eV) = 8.9
- E_LUMO (eV) = -0.34
- spin multiplicity = 1

***

The following is a quantum chemistry calculation of a cluster of 2 separate species, C3H5FO in total, from the OMol25 dataset.

Structure (XYZ):
```
10
Properties=species:S:1:pos:R:3:forces:R:3
C 1.482198 0.060476 -1.086266 -1.53 -0.36 -1.16
C 0.265863 0.009115 -1.241716 2.88 0.31 1.66
C -1.084712 0.011581 -0.694202 -0.53 0.90 -3.78
O 0.341530 0.253718 1.742329 -11.16 5.51 -6.34
F -0.382655 -0.738382 2.226111 -1.70 -3.04 1.70
H 1.095728 0.148295 2.016445 12.88 -2.45 5.04
H 2.555028 0.004668 -1.117302 -0.40 0.11 -0.07
H -1.292243 0.964617 -0.313549 0.07 1.34 1.30
H -1.815329 0.037966 -1.535822 0.17 -1.01 0.60
H -1.165408 -0.752054 0.003972 -0.68 -1.32 1.05
```
Positions in Å, forces in eV/Å.

Computed properties:
- gap between HOMO and LUMO (eV) = 10.6
- SMILES = C#CC.OF
- E_LUMO (eV) = 0.85
- spin multiplicity = 1

***

The following is a quantum chemistry calculation of an isolated molecule of C3H5FO, from the OMol25 dataset.

Structure (XYZ):
```
10
Properties=species:S:1:pos:R:3:forces:R:3
C 1.024181 -0.350656 -0.263194 1.45 -2.58 -0.41
C -0.019897 0.483392 0.334449 0.69 2.57 0.80
C -1.357529 -0.050585 0.069407 -3.16 -1.87 -0.68
H 2.057609 0.042066 -0.106423 -1.01 -0.08 -0.24
H 0.758412 -0.409572 -1.338739 0.64 -0.08 0.41
H 1.039000 -1.424890 0.145794 -0.21 1.55 -0.55
H 0.080553 0.676784 1.402109 -0.04 -0.68 0.41
H -1.351320 -1.193511 0.174314 0.09 0.92 0.11
O -2.421507 0.456142 -0.245312 2.11 0.07 0.48
F 0.190496 1.770832 -0.172401 -0.55 0.19 -0.36
```
Positions in Å, forces in eV/Å.

Computed properties:
- gap between HOMO and LUMO (eV) = 10.9
- SMILES = C[C@@H](F)C=O
- E_LUMO (eV) = 0.57
- spin multiplicity = 1

***

Relative energy (zero: lowest compared OMol25 entry of this formula, charge and spin) for every record listed, in sequence, given in eV: 4.158 2.661 1.427 2.235 0.000 0.614 2.385 0.000 6.821 0.470.